Computed, not measured: a structure of composition C23H34HgN4OTa, with ωB97M-V/def2-TZVPD.

Properties
lowest unoccupied orbital energy (spin up / spin down) = -9.2680 / -9.1439 eV
Kohn-Sham gap (spin up / spin down) = 4.950 / 5.062 eV
<S²> = 0.836

Geometry as ORCA input:
```
! wB97M-V def2-TZVPD RIJCOSX def2/J DEFGRID3
* xyz 2 2
N 1.866 -0.293 1.053
C 2.993 -0.497 2.047
O 2.733 0.007 3.124
Hg 2.947 -2.692 1.947
Ta 0.286 -0.182 -0.050
N 0.104 -1.183 -1.880
N 0.548 1.625 -0.575
C 0.988 -1.480 -2.941
C 1.689 2.506 -0.428
C 0.576 -2.701 -3.774
C 1.059 -0.294 -3.923
C 2.380 -1.721 -2.322
C 1.839 2.824 1.054
C 1.500 3.839 -1.198
C 2.928 1.825 -0.946
H 0.341 -3.604 -3.166
H 1.425 -2.959 -4.445
H -0.331 -2.488 -4.446
H 0.094 -0.185 -4.464
H 1.901 -0.431 -4.663
H 1.232 0.647 -3.337
H 2.757 -0.817 -1.856
H 3.023 -1.998 -3.125
H 2.352 -2.502 -1.576
H 0.916 3.284 1.450
H 2.680 3.526 1.208
H 2.012 1.898 1.620
H 0.620 4.396 -0.795
H 1.348 3.631 -2.284
H 2.414 4.437 -1.051
H 3.815 2.467 -0.803
H 2.859 1.603 -2.020
H 3.103 0.883 -0.419
C -1.335 -1.213 -2.367
H -2.043 -1.103 -1.502
H -1.710 -0.479 -3.164
H -1.641 -2.232 -2.767
C -0.628 2.148 -1.289
H -1.420 1.385 -1.256
H -0.988 3.063 -0.794
H -0.449 2.353 -2.362
C -3.723 -3.893 1.632
C -2.486 -3.987 0.966
C -1.681 -2.826 0.814
C -2.123 -1.625 1.416
C -3.353 -1.501 2.074
C -4.157 -2.629 2.154
N -1.352 -0.453 1.254
C -1.241 0.415 2.394
C -1.268 1.812 2.202
C -1.097 2.647 3.319
C -0.926 2.115 4.590
C -0.930 0.699 4.773
C -1.089 -0.136 3.668
H -4.375 -4.764 1.723
H -2.185 -4.977 0.644
H -0.710 -2.890 0.355
H -3.643 -0.537 2.486
H -5.127 -2.536 2.642
H -1.435 2.196 1.204
H -1.120 3.740 3.149
H -0.832 2.783 5.467
H -0.822 0.272 5.772
H -1.111 -1.215 3.788
*
```